(1)
115
Properties=species:S:1:pos:R:3 method="wB97M-V/def2-TZVPD" max_force_ev_per_a=7.67 charge=+1 e_tot_ev=-79888.6025 homo_energy_ev=-10.9
C 3.11274 6.45765 0.72298
C 3.75095 6.02053 -0.68862
C 5.09228 6.76806 -1.08548
C 5.85662 6.46834 -2.42976
C 5.25784 5.35797 -3.34453
C 3.92305 4.59933 -2.93674
C 3.12074 4.90917 -1.63769
C 1.74044 4.20979 -1.18879
C 1.13113 3.19519 -2.28574
C 1.49179 1.70925 -1.67560
C 1.48402 0.53418 -2.77399
C 1.35321 -0.93985 -2.12050
C 2.61049 -1.12298 -1.11664
O 2.38657 -1.56007 0.05207
O 3.97440 -0.83761 -1.52097
N 0.75122 1.41139 -0.42154
C -0.69105 1.73649 -0.44843
C -1.16688 1.79199 1.11568
C -1.18257 0.33963 1.80772
O -0.10495 0.33878 2.79485
C -2.55682 0.23090 2.67272
F -2.71114 1.37507 3.53975
F -3.63049 0.31119 1.72519
F -2.56531 -0.95927 3.45006
C -1.10360 3.15882 -1.09040
C -2.70517 3.02537 -1.42965
C -3.56051 4.33030 -1.02477
C -4.44293 4.74425 -2.31489
C -5.81697 3.85885 -2.43165
C -4.95464 6.29677 -2.27085
N -0.36508 3.21984 -2.43454
N -0.89479 4.13931 -3.33970
C -0.77599 3.75988 -4.75184
O -1.52399 4.34438 -5.58414
F 0.07171 2.74281 -5.27969
C -0.67146 5.54972 -3.05534
O -0.02386 6.23399 -3.89995
F -1.06483 6.25588 -1.87320
H 3.56625 7.47926 1.02489
H 1.96965 6.43890 0.75392
H 3.49641 5.71300 1.53114
H 5.57789 7.57129 -0.40872
H 6.80584 6.99678 -2.77974
H 5.76183 5.07729 -4.34476
H 3.57858 3.79388 -3.66881
H 1.02428 5.07991 -0.90933
H 1.97581 3.69371 -0.17377
H 1.58479 3.29233 -3.33055
H 2.60670 1.82259 -1.35758
H 0.67899 0.70537 -3.58310
H 2.49984 0.59946 -3.33284
H 0.33947 -0.98638 -1.57988
H 1.43001 -1.69161 -2.99393
H 4.25725 -1.68562 -1.96549
H 1.23547 1.75257 0.42405
H -1.31746 0.93171 -1.00820
H -2.19795 2.32227 1.18683
H -0.41218 2.47335 1.65024
H -1.07206 -0.52689 1.05700
H 0.63678 -0.23694 2.49264
H -0.91302 4.07103 -0.43086
H -3.11787 2.15398 -0.77890
H -2.88362 2.66657 -2.52229
H -2.95796 5.18740 -0.56594
H -4.32916 4.01264 -0.21115
H -3.89029 4.54295 -3.31905
H -5.65967 2.76427 -2.11566
H -6.20492 3.82792 -3.52559
H -6.67690 4.35187 -1.82678
H -5.97177 6.38724 -1.71990
H -4.16148 7.02077 -1.87547
H -5.19831 6.55624 -3.37819
H -0.60887 2.28134 -2.84966
O -0.57210 -2.24217 -3.66589
C -1.30972 -3.05813 -3.14665
O -1.09337 -3.44917 -1.87819
C -1.99146 -4.27311 -1.11203
C -1.76694 -5.74259 -1.40466
C -2.41216 -3.70788 -3.93362
H -3.03003 -3.96611 -1.26429
H -1.76408 -4.07938 -0.06064
H -1.96421 -5.98083 -2.45183
H -2.41606 -6.36237 -0.78136
H -0.72654 -6.01453 -1.20941
H -1.99453 -4.52161 -4.52758
H -2.84786 -2.95960 -4.60022
H -3.22997 -4.08449 -3.32209
O -2.72224 -7.16386 1.83090
C -2.51999 -6.39860 2.74926
O -1.56609 -5.45394 2.64375
C -1.35859 -4.39563 3.59296
C -0.50317 -4.86351 4.75330
C -3.26105 -6.54504 4.04827
H -2.31194 -3.96773 3.91647
H -0.83136 -3.60186 3.05673
H -0.98223 -5.67143 5.30855
H -0.30716 -4.03942 5.44389
H 0.45031 -5.25313 4.39050
H -2.78517 -7.32441 4.64449
H -4.29076 -6.83609 3.82715
H -3.32191 -5.62655 4.62943
O 1.54836 -6.43715 6.36831
C 2.71030 -6.44351 6.02530
O 3.06300 -5.95013 4.82182
C 4.41778 -5.75531 4.38895
C 4.99939 -7.03704 3.82672
C 3.76225 -7.07998 6.88950
H 5.02798 -5.33118 5.19121
H 4.38189 -5.00151 3.59834
H 5.03730 -7.82743 4.57865
H 6.01212 -6.86836 3.45219
H 4.37817 -7.40955 3.00812
H 3.74975 -8.15887 6.73048
H 3.52653 -6.86523 7.93450
H 4.76700 -6.69720 6.71880

=====

(2)
20
Properties=species:S:1:pos:R:3 method="wB97M-V/def2-TZVPD" relative_energy_kj_mol=531.8 max_force_ev_per_a=2.07 e_tot_ev=-10969.7640 homo_energy_ev="-8.2 / -8.1"
C -0.93285 1.47390 0.24201
C -1.28946 1.67310 -1.17539
C 2.03109 -1.18860 0.92431
C -0.39330 0.32524 0.82925
C 1.38154 0.04087 0.37696
C -1.17243 -0.94816 0.44402
C -1.00267 -1.68949 -0.64096
N 1.89820 0.68600 -0.55615
O 0.25465 0.30123 1.97215
H -0.92980 2.36001 0.87153
H 1.37154 1.45518 -0.95960
H -1.79191 -1.26232 1.27255
H -1.46948 0.74279 -1.70768
H -0.49954 2.24393 -1.68791
H -2.18388 2.29062 -1.26344
H 2.94140 -1.40429 0.36958
H 2.29287 -1.02881 1.96982
H 1.34278 -2.03130 0.89972
H -0.27276 -1.44523 -1.39954
H -1.57598 -2.59467 -0.78125

=====

(3)
27
Properties=species:S:1:pos:R:3 method="wB97M-V/def2-TZVPD" relative_energy_kj_mol=901.7 max_force_ev_per_a=5.03 charge=+1 e_tot_ev=-18648.8304 homo_energy_ev=-13.6
C 1.25671 -0.64449 -2.82191
C -1.05115 -2.20669 1.41244
C -0.22600 2.50882 -0.13280
C -1.41476 -0.84912 0.70006
C 0.44417 -1.93879 0.73732
C -0.25758 1.39287 -1.17909
C 0.66757 1.59232 0.69460
C -0.04621 -0.74031 0.13977
C 0.65790 0.41979 -0.36497
N 2.18429 -0.15083 -2.12873
N 1.47029 -1.42800 -3.87161
O 1.12688 -1.12037 -4.98253
O 1.78889 -2.50907 -3.36495
O 1.99868 0.32906 -0.78595
H -1.18893 -2.20719 2.52738
H -1.57019 -3.07503 0.94570
H 0.29936 3.39919 -0.41426
H -1.19053 2.68349 0.36309
H -2.17239 -0.99427 -0.07803
H -1.65920 -0.11074 1.40310
H 1.34827 -1.67765 1.46407
H 0.78589 -2.75737 0.13227
H -1.13356 0.85491 -1.31772
H 0.09157 1.71910 -2.16379
H 1.71508 1.83190 0.77074
H 0.14783 1.23482 1.61309
H 3.17553 -0.16742 -2.43049

=====

(4)
16
Properties=species:S:1:pos:R:3 method="wB97M-V/def2-TZVPD" relative_energy_kj_mol=574.9 max_force_ev_per_a=0.44 e_tot_ev=-7388.8067 homo_energy_ev=-7.8
C -0.57869 1.39962 -0.42411
C -0.65942 0.05679 0.25050
C -1.38879 -1.02654 -0.50474
C 1.21571 -0.62381 -0.32768
C 1.96114 0.07109 0.72238
O 0.74955 -0.44164 1.25796
H 0.11425 2.06945 0.09500
H -1.57484 1.86190 -0.36356
H -0.26828 1.30206 -1.46552
H -1.16196 0.17997 1.21815
H -2.46665 -0.81554 -0.43948
H -1.21885 -2.00368 -0.04231
H -1.07419 -1.06484 -1.54960
H 1.50518 -1.68537 -0.36218
H 2.79632 -0.44058 1.20059
H 2.04952 1.16111 0.73459

=====

(5)
131
Properties=species:S:1:pos:R:3 method="wB97M-V/def2-TZVPD" max_force_ev_per_a=0.88 e_tot_ev=-689969.3532 homo_energy_ev=-8.4
C -2.48359 8.75216 1.76686
O -3.81151 8.81099 2.24016
C -4.60383 7.72337 1.82167
C -4.10432 6.38309 2.32004
C -5.09622 5.25496 2.06605
C -5.15660 4.85243 0.58989
C -6.32199 5.42686 -0.21668
C -5.96991 5.38696 -1.70818
C -5.19259 6.62516 -2.16462
C -4.48363 6.40903 -3.51793
C -2.96603 6.57279 -3.48884
P -2.07932 5.50963 -2.21129
C -1.23719 4.34199 -0.91282
C -2.03483 3.05084 -0.77645
C -1.64016 2.22403 0.41186
F -0.30035 2.21526 0.63655
F -2.24250 2.62964 1.55675
F -2.00011 0.91587 0.23333
H -1.82923 8.26509 2.48764
H -2.42059 8.22566 0.81528
H -2.14236 9.76927 1.61822
H -5.58304 7.88682 2.26441
H -4.74426 7.73823 0.73871
H -3.15533 6.10091 1.86850
H -3.93271 6.48432 3.38905
H -6.08164 5.48077 2.46606
H -4.73451 4.39007 2.61739
H -5.17995 3.77497 0.45553
H -4.24769 5.21968 0.11399
H -6.58498 6.43433 0.08922
H -7.20682 4.80684 -0.10182
H -6.85750 5.28437 -2.32575
H -5.33942 4.51537 -1.88421
H -4.52329 6.97384 -1.38664
H -5.94362 7.40168 -2.29177
H -4.74838 5.43219 -3.91022
H -4.86793 7.14798 -4.21742
H -2.66526 7.61519 -3.37805
H -2.57932 6.24708 -4.45534
H -0.81992 5.79920 -2.80225
H -2.54491 6.33454 -1.14645
H -2.78819 4.36740 -2.71949
H -0.22914 4.12348 -1.25472
H -1.13856 4.85220 0.04468
H -3.09025 3.27873 -0.68838
H -1.85013 2.44876 -1.65906
C 0.21109 1.77787 3.95413
Cl 0.66033 0.11648 4.35919
Cl -1.34417 2.19135 4.67185
Cl 1.46576 2.90072 4.48227
H 0.12102 1.85685 2.88201
C -5.25888 5.32666 -6.97552
Cl -5.90298 4.97220 -8.57842
Cl -4.86994 3.83484 -6.11363
Cl -3.84353 6.36986 -7.08385
H -6.02202 5.84808 -6.41340
C 0.94366 -2.09018 -0.10972
Cl 0.97283 -1.70883 -1.83215
Cl 1.27441 -3.79864 0.16079
Cl 2.07876 -1.06935 0.77803
H -0.04658 -1.88531 0.26090
C -4.12706 6.11293 6.69618
Cl -4.41106 7.85228 6.71024
Cl -5.37224 5.28417 5.75949
Cl -2.52254 5.74315 6.06328
H -4.17722 5.75310 7.71424
C 5.55309 -5.01291 0.64187
Cl 4.51779 -3.63647 0.25788
Cl 5.63288 -6.13893 -0.70989
Cl 7.18068 -4.57148 1.14838
H 5.08926 -5.52854 1.47298
C 8.53948 -6.73223 4.63436
Cl 9.29262 -6.75407 3.04049
Cl 6.80011 -6.45512 4.51227
Cl 8.87314 -8.23155 5.50253
H 8.96890 -5.91523 5.19791
C 6.92914 -9.84042 -1.57882
Cl 7.29164 -9.19225 0.02526
Cl 6.07442 -11.37769 -1.44282
Cl 5.98865 -8.68239 -2.51717
H 7.86656 -10.01784 -2.08793
C 1.68492 -8.85992 -2.74579
Cl 1.80091 -8.71783 -4.50421
Cl 1.79438 -10.54523 -2.24327
Cl 2.92677 -7.89508 -1.95583
H 0.72079 -8.48180 -2.44122
C 0.95263 -10.01068 -8.39642
Cl 0.25803 -8.49103 -8.96483
Cl -0.15463 -11.35212 -8.68714
Cl 2.51363 -10.30975 -9.15982
H 1.10976 -9.93115 -7.32934
C -10.22184 6.28882 -1.20047
Cl -9.56717 6.75415 0.36746
Cl -9.35717 7.10755 -2.50427
Cl -10.15701 4.53861 -1.41264
H -11.25761 6.59550 -1.23979
C 6.58811 -1.92546 4.67679
Cl 5.48965 -2.67727 3.52583
Cl 7.76206 -3.09255 5.29270
Cl 7.41493 -0.54460 3.94914
H 6.00436 -1.56074 5.51076
C 9.58366 -11.49116 1.56785
Cl 9.95060 -10.27480 2.79025
Cl 10.97954 -11.78073 0.52522
Cl 9.02424 -12.98794 2.30815
H 8.78219 -11.10773 0.95362
C -0.56968 8.56173 -8.51026
Cl -0.83106 6.88867 -8.99503
Cl -1.91080 9.16192 -7.52813
Cl 0.95842 8.73163 -7.64673
H -0.51799 9.16540 -9.40548
C 0.94530 -2.92470 7.02672
Cl -0.15384 -4.26165 6.69104
Cl 1.65591 -3.08266 8.63290
Cl 2.20170 -2.82198 5.79239
H 0.37531 -2.00569 6.99983
C 4.84523 -12.61426 3.43989
Cl 5.48638 -11.39112 4.53706
Cl 5.32162 -12.27017 1.77874
Cl 5.37195 -14.22800 3.92301
H 3.76608 -12.58322 3.49470
C -1.09894 -8.24077 0.55630
Cl -0.09287 -9.67876 0.73868
Cl -0.25918 -6.80444 1.13567
Cl -1.62380 -8.02783 -1.11805
H -1.98691 -8.37713 1.15760
C 7.74055 0.14787 0.05594
Cl 6.91581 1.66958 -0.29497
Cl 6.73740 -1.22981 -0.38089
Cl 9.30409 0.07961 -0.76136
H 7.91925 0.10355 1.12107

=====

(6)
14
Properties=species:S:1:pos:R:3 method="wB97M-V/def2-TZVPD" relative_energy_kj_mol=272.1 max_force_ev_per_a=2.33 e_tot_ev=-9844.4593 homo_energy_ev=-9.8
C -1.23168 -0.65461 0.74815
C -0.70866 -0.22344 -0.61576
C -0.12867 1.16404 -0.72304
N 1.50256 0.80652 0.20743
C 1.53848 -0.51388 -0.02084
O 2.20586 -1.42236 0.41005
O 0.54428 -0.80394 -0.98500
H -0.61023 -0.20912 1.52857
H -1.18175 -1.74431 0.83793
H -2.27218 -0.34196 0.90216
H -1.42267 -0.54728 -1.40159
H -0.35503 1.96296 -0.06390
H -0.03793 1.42351 -1.79692
H 2.15761 1.10386 0.97277

=====

(7)
20
Properties=species:S:1:pos:R:3 method="wB97M-V/def2-TZVPD" relative_energy_kj_mol=148.4 max_force_ev_per_a=7.14 e_tot_ev=-9395.3119 smiles=Cc1c[nH]cn1.CC homo_energy_ev=-8.6
C -1.22916 -1.85500 -1.33642
C -0.85859 -0.42249 -1.02823
C 0.20145 0.33285 -1.47782
N 0.12070 1.62641 -1.04657
C -0.93902 1.58911 -0.19501
N -1.61345 0.46485 -0.15674
H -0.39488 -2.30827 -1.95198
H -2.28654 -2.12778 -1.58091
H -1.12498 -2.47693 -0.33485
H 0.89186 0.06691 -2.30137
H 0.76194 2.26746 -1.17336
H -1.24692 2.59362 0.20806
C 1.40502 -1.18005 2.52023
C 1.99068 0.04600 1.89822
H 2.01789 -2.18699 2.34105
H 1.17443 -1.19326 3.63396
H 0.49002 -1.45682 1.99579
H 3.03817 0.30794 2.36704
H 1.55231 0.96061 2.16897
H 2.15359 -0.14785 0.76485

=====

(8)
11
Properties=species:S:1:pos:R:3 method="wB97M-V/def2-TZVPD" relative_energy_kj_mol=163.2 max_force_ev_per_a=1.05 e_tot_ev=-10353.5205 smiles="CC(=O)C(=O)C=O" homo_energy_ev=-9.7
C -1.62353 0.29974 -0.55325
C -0.54035 -0.69311 -0.20915
O -0.61216 -1.87213 -0.49558
C 0.68493 -0.27801 0.65018
O 0.62227 -0.46507 1.84094
C 2.04512 0.31643 0.27371
O 2.24007 1.49712 0.26885
H -1.84161 0.95846 0.29667
H -2.52427 -0.26149 -0.83990
H -1.30779 0.92815 -1.40269
H 2.85734 -0.43008 0.17022

=====

(9)
64
Properties=species:S:1:pos:R:3 method="wB97M-V/def2-TZVPD" max_force_ev_per_a=1.12 e_tot_ev=-40385.1372 smiles="O=C1C=C(I)C(=O)c2c(CCF)cccc21.CCCCCC.CCCCCC" homo_energy_ev=-9.5
O 2.84203 2.68542 -1.05441
C 1.74481 2.35352 -1.40361
C 1.28620 0.96264 -1.28464
C 0.28525 0.52195 -2.03623
I -0.41434 -1.43839 -1.97570
C -0.34642 1.41119 -3.06658
O -0.78253 0.92856 -4.07759
C -0.27982 2.86801 -2.78320
C -1.18841 3.79792 -3.30132
C -2.35638 3.41204 -4.17992
C -3.62052 3.28262 -3.33952
F -3.32489 2.62287 -2.15198
C -1.05085 5.15386 -2.97683
C -0.01483 5.58298 -2.15892
C 0.89777 4.66474 -1.66226
C 0.76678 3.31441 -1.96216
H 1.79198 0.30959 -0.59129
H -2.18717 2.47512 -4.68892
H -2.51153 4.17366 -4.93777
H -4.38120 2.69322 -3.84220
H -4.01874 4.25772 -3.06759
H -1.75133 5.86732 -3.37827
H 0.07558 6.63125 -1.92161
H 1.70494 5.00906 -1.03550
C 6.93441 -1.28497 0.81223
C 6.00155 -1.75972 1.92263
C 5.36959 -3.12292 1.64541
C 4.48247 -3.17890 0.40060
C 3.32638 -2.18072 0.39099
C 2.33037 -2.39058 1.52818
H 6.40564 -1.15817 -0.13346
H 7.38183 -0.32340 1.06694
H 7.74442 -1.99995 0.65382
H 5.22320 -1.01049 2.09095
H 6.56657 -1.82413 2.85613
H 4.79068 -3.42979 2.52101
H 6.16482 -3.86711 1.53687
H 4.07711 -4.19136 0.30802
H 5.09429 -3.01931 -0.49150
H 2.79516 -2.27740 -0.56070
H 3.71165 -1.15698 0.42420
H 1.89939 -3.39291 1.48630
H 1.51097 -1.67204 1.46005
H 2.79718 -2.26378 2.50598
C -3.82945 0.74067 0.86175
C -3.53814 0.13552 2.22980
C -2.74252 -1.16481 2.15532
C -3.43943 -2.30880 1.41776
C -4.80311 -2.70451 1.98156
C -4.74308 -3.20904 3.42045
H -4.43833 0.07658 0.24597
H -4.37016 1.68284 0.95865
H -2.90381 0.94407 0.32181
H -4.47531 -0.02460 2.77066
H -2.96695 0.85679 2.82057
H -2.49145 -1.48413 3.17103
H -1.78627 -0.96791 1.65864
H -2.78054 -3.18313 1.43783
H -3.55582 -2.04686 0.36208
H -5.22289 -3.49139 1.34928
H -5.49621 -1.86136 1.91820
H -4.08675 -4.07817 3.49985
H -5.73319 -3.50521 3.76993
H -4.37060 -2.44321 4.10226

=====

(10)
9
Properties=species:S:1:pos:R:3 method="wB97M-V/def2-TZVPD" relative_energy_kj_mol=184.7 max_force_ev_per_a=8.23 charge=+1 e_tot_ev=-9649.6096 smiles=N#[N+]c1cnco1 homo_energy_ev="-15.1 / -15.1"
N 3.89070 -0.35671 0.12277
N 2.86744 0.01320 -0.04314
C 1.59958 0.23807 -0.09508
C 0.41280 -0.93078 -0.01362
N -0.66690 -0.18389 0.05401
C -0.38153 1.11516 0.09372
O 0.93921 1.34653 -0.08558
H 0.39558 -2.01948 -0.06977
H -0.90961 2.03869 0.20991

=====

(11)
24
Properties=species:S:1:pos:R:3 method="wB97M-V/def2-TZVPD" relative_energy_kj_mol=230.2 max_force_ev_per_a=4.66 charge=+1 e_tot_ev=-23219.3663 homo_energy_ev=-12.0
C -0.18108 3.18471 -1.03242
C -1.35924 1.13602 -0.06552
C -0.32652 -2.26333 1.28310
C -1.66587 -0.03319 0.52450
C 1.12976 -1.13439 -0.69653
C 0.56320 -1.12224 0.74832
N -0.65386 2.38586 -1.89609
N -1.23192 1.22500 -1.47271
N 1.09736 -0.25883 1.59249
N 1.87224 0.07543 -0.93412
S -0.44963 2.47285 0.60931
H 0.19794 4.14574 -1.09790
H 0.40521 -3.20488 1.50661
H -1.09795 -2.59222 0.57814
H -0.91693 -2.05484 2.20352
H -2.31788 -0.86690 0.02326
H -1.58426 -0.07152 1.61040
H 0.43044 -1.48550 -1.50228
H 1.95864 -1.97392 -0.61369
H 0.56509 0.18828 2.30536
H 1.80161 0.32219 1.16800
H -2.01297 0.92434 -2.06170
H 1.35228 0.90151 -0.96175
H 2.42437 0.09985 -1.81831

=====

(12)
17
Properties=species:S:1:pos:R:3 method="wB97M-V/def2-TZVPD" relative_energy_kj_mol=132.2 max_force_ev_per_a=0.62 e_tot_ev=-8429.8699 smiles=C[C@]12CC[C@H]1CO2 homo_energy_ev=-9.4
C 1.90813 0.35004 -0.67859
C 0.58177 0.17431 0.02549
C 0.18528 -1.25194 0.48700
C -1.23681 -1.04813 -0.10221
C -0.84665 0.37627 -0.54471
C -1.03280 1.31971 0.65843
O 0.34551 1.16600 1.04868
H 2.73118 0.15534 0.02129
H 2.01266 -0.35671 -1.51132
H 2.02401 1.36643 -1.06626
H 0.74230 -2.05265 -0.01099
H 0.25904 -1.38947 1.56953
H -2.04960 -1.04462 0.63089
H -1.49451 -1.73664 -0.90862
H -1.04189 0.70107 -1.57080
H -1.74564 0.90786 1.39377
H -1.34199 2.36315 0.55842